No. 1
51
Properties=species:S:1:pos:R:3:lowdin_charge:R:1 method="wB97M-V/def2-TZVPD" e_homo_ev=-13.0644 homo_lumo_gap_ev=7.28 charge=+1
Mo 0.2316 0.4636 -0.0167 1.9922
As 1.2955 -0.4158 2.9968 1.0287
Cl -0.7937 4.0928 3.0220 0.7109
Cl -1.6335 4.8688 0.3509 0.6821
Cl 0.8199 3.3854 0.7353 0.7113
S 0.1687 0.7403 -2.7336 0.7223
S 3.2874 -0.2786 0.4359 0.6376
O 3.1507 0.6768 1.5016 -0.2885
O -0.3934 -3.4128 -0.2286 0.1933
O 0.6843 1.6655 -1.6568 -0.4449
O 4.3548 -0.1724 -0.4823 -0.1876
O 0.5546 0.6196 1.7003 -0.5563
O -2.6942 2.1594 1.7970 0.1805
O -0.2258 -1.1502 3.4596 -0.2125
O 1.1069 0.0998 -3.5791 -0.1898
O 1.9056 0.3315 4.2785 -0.3569
O -0.3647 -1.2811 0.4855 -0.1837
O -1.2624 1.5130 0.2094 -0.2714
O 1.8940 -0.1970 -0.3673 -0.4814
N -0.5188 -0.2697 -1.6551 -0.3318
C -1.5287 1.0441 -4.7988 -0.0286
C -1.7094 2.3482 1.1768 -0.6749
C -2.9106 3.1115 -3.5341 -0.0017
C 2.2034 -1.9478 2.2272 -0.2310
C -2.6631 1.5825 -5.3777 -0.0057
C -3.3758 2.6054 -4.7528 -0.2306
C 3.0890 -1.8601 1.1489 -0.2826
C -4.6274 3.1608 -5.3629 -0.0265
C 3.7636 -2.9663 0.6695 -0.0153
C -0.9037 -1.6517 -1.8036 -0.0755
C -1.1122 1.5500 -3.5731 -0.2906
C -0.5500 -2.2593 -0.4444 -0.4915
C 2.0043 -3.1673 2.8474 -0.0436
C -1.7894 2.5853 -2.9290 -0.0359
C -0.8422 3.6330 1.3392 -1.4855
C 3.5632 -4.1844 1.3043 -0.0241
C 2.6996 -4.2796 2.3846 -0.0194
H -5.4742 2.9793 -4.6991 0.0966
H -4.5460 4.2400 -5.4959 0.0955
H -4.8426 2.7053 -6.3265 0.0840
H -2.9974 1.2068 -6.3357 0.1261
H -0.3416 -2.1575 -2.5892 0.1464
H 4.4417 -2.8674 -0.1678 0.1305
H -3.4330 3.9333 -3.0609 0.1297
H -0.9626 0.2624 -5.2890 0.1260
H 1.3129 -3.2460 3.6749 0.1212
H -1.9740 -1.7583 -1.9899 0.1488
H -1.4197 2.9801 -1.9936 0.0830
H 2.5634 -5.2317 2.8789 0.1236
H -0.4822 -0.8087 4.3287 0.0747
H 4.0881 -5.0621 0.9539 0.1231


No. 2
36
Properties=species:S:1:pos:R:3:lowdin_charge:R:1 method="wB97M-V/def2-TZVPD" s_squared=2.002 e_homo_ev="-4.3811 / -4.3736" homo_lumo_gap_ev="7.02 / 7.01" spin_multiplicity=3 charge=-1
Tm 0.7892 0.2691 -1.3340 1.1643
Br -2.7106 2.7974 0.8307 0.8267
Cl 2.7762 1.3993 -0.4163 -0.0595
O -0.9386 0.5704 0.0403 -0.2565
O 0.5988 0.2841 1.6604 -0.0257
C -3.3516 2.0778 3.4289 -0.1581
C 1.8484 -0.2864 -4.1305 -0.1603
C 2.2180 -2.1902 0.2460 -0.1529
C 1.3273 1.7255 -3.1358 -0.3348
C -3.2090 1.4584 4.6629 -0.1103
C 0.0851 1.0525 -3.4409 -0.2879
C 2.2389 -1.9924 -1.1622 -0.2476
C 2.4005 0.8593 -3.5332 -0.2084
C -0.5742 0.4910 1.2981 -0.6082
C -2.2001 0.5048 4.8459 -0.0951
C -2.4501 1.8010 2.3885 -0.6219
C -1.5025 0.7590 2.4841 -0.1224
C 0.8915 -2.1860 -1.6477 -0.3247
C -1.3350 0.1696 3.7826 -0.0054
C 0.4352 -0.2014 -4.0506 -0.1959
C 0.8767 -2.3779 0.6520 -0.1720
C 0.0570 -2.4458 -0.5069 -0.1825
H 2.4116 -1.0545 -4.6739 0.1058
H -2.1196 0.0350 5.8439 0.1011
H 3.4625 1.1174 -3.5442 0.1008
H 3.0825 -2.2227 0.9100 0.0936
H 0.6257 -2.4395 -2.6873 0.0874
H 1.4308 2.7709 -2.8386 0.0956
H 3.1192 -1.8796 -1.7879 0.0863
H -4.1446 2.7744 3.2143 0.0776
H -3.9415 1.7220 5.4356 0.0999
H -0.9181 1.4762 -3.3591 0.1025
H -0.5599 -0.5826 3.9639 0.1159
H -0.9749 -2.7868 -0.5440 0.0880
H 0.5077 -2.5875 1.6511 0.0875
H -0.2523 -0.8817 -4.5460 0.0970


No. 3
38
Properties=species:S:1:pos:R:3:lowdin_charge:R:1 method="wB97M-V/def2-TZVPD" e_homo_ev=-6.9569 homo_lumo_gap_ev=5.65 charge=0
Zr 0.1196 -0.0567 -1.1319 1.4903
Br 0.9139 -2.2877 -1.8571 0.3656
S 0.8476 1.4195 2.0943 0.6842
O 0.4026 -2.2119 0.8920 -0.1058
O -0.3679 2.1795 2.0803 -0.2858
O 2.1185 2.0592 1.8591 -0.2771
N 0.6508 0.1065 0.9766 -0.2504
C 0.7259 1.8398 -4.5021 -0.1738
C -2.1251 0.2611 0.2785 -0.1462
C 1.3514 -0.3184 -4.0133 -0.3475
C 0.8090 -2.0830 3.8955 0.0236
C -2.2103 0.9770 -1.9138 -0.1238
C 0.7949 -1.0257 3.0027 -0.1543
C 0.9197 0.2897 3.4420 -0.2213
C 0.8396 -1.7793 5.2820 -0.0407
C -1.9947 -0.4400 -1.9509 -0.2838
C 1.7311 1.0458 -3.8823 -0.2051
C -1.9455 -0.8999 -0.5670 -0.2689
C 0.1077 -0.3712 -4.6995 -0.2046
C -0.2816 0.9568 -5.0109 -0.1762
C 0.9933 -0.4613 5.7420 -0.0381
C 0.6130 -1.1630 1.5543 -0.4965
C 1.0485 0.5924 4.7898 -0.0200
C -2.3452 1.3665 -0.5489 -0.0984
H -1.9356 -1.9430 -0.2644 0.1136
H -2.6464 2.3701 -0.2295 0.1241
H -1.1538 1.2504 -5.5925 0.0792
H 0.7912 -3.0821 3.4381 0.1338
H 2.6648 1.3927 -3.4436 0.0740
H -2.3158 0.2297 1.3395 0.1205
H -2.0872 -1.0678 -2.8457 0.1188
H 1.9427 -1.1764 -3.6934 -0.0134
H -2.3404 1.6031 -2.7803 0.1089
H 0.7589 -2.5966 5.9800 0.1026
H 0.7466 2.9225 -4.6265 0.0744
H 1.0841 -0.2357 6.8053 0.1118
H 1.1845 1.6240 5.0800 0.1202
H -0.4103 -1.2865 -4.9784 0.0861


No. 4
43
Properties=species:S:1:pos:R:3:lowdin_charge:R:1 method="wB97M-V/def2-TZVPD" s_squared=0.767 e_homo_ev="-11.8020 / -11.7837" homo_lumo_gap_ev="8.64 / 5.25" spin_multiplicity=2 charge=+1
Ir -0.2447 0.4940 0.3849 1.1314
I 1.0167 5.3203 3.9937 0.9392
Cl 1.9513 -0.1820 1.0702 0.8413
Cl 2.6106 2.0124 -3.8729 0.7510
S 0.7040 1.3846 -1.4821 0.8372
O -0.9989 -0.2801 2.0778 -0.2130
O -2.0512 1.0610 -0.2244 -0.2448
O -2.9129 -0.9694 2.9841 0.1524
O -0.4780 -1.3879 -0.4952 -0.2708
O -4.2070 0.6548 0.0398 0.1607
N -0.2251 2.2633 1.3585 -0.1900
N -1.3305 3.0173 1.3803 0.0528
C -2.2566 -1.9635 0.9081 -0.0858
C 4.5340 0.7658 -2.4975 -0.0740
C 0.1147 4.0034 2.7009 -0.7544
C -2.8081 -1.2492 -0.3788 -0.0805
C -0.9003 -2.4752 0.4191 -0.2143
C -1.1657 4.0721 2.1842 -0.0877
C 0.6670 2.8449 2.1545 -0.1625
C 2.3517 0.8748 -1.4215 -0.6280
C -2.1129 -1.0094 2.0946 -0.5648
C 5.0437 0.0779 -1.4091 -0.0219
C 3.2082 1.1625 -2.5085 -0.6693
C -3.1060 0.2293 -0.1547 -0.5318
C -1.0686 -3.6310 -0.5559 -0.0703
C -1.6644 -1.4688 -1.3744 -0.2218
C 4.2388 -0.2195 -0.3134 -0.0776
C -1.5823 -2.9154 -1.8305 -0.0709
C 2.9269 0.1832 -0.3424 -0.5653
H 5.1601 0.9996 -3.3467 0.1217
H -0.1243 -4.1400 -0.7351 0.1244
H 6.0800 -0.2303 -1.4064 0.1278
H -3.7335 -1.7046 -0.7222 0.1701
H -0.8704 -3.0099 -2.6479 0.1252
H -1.7763 -4.3575 -0.1619 0.1309
H -2.1387 2.6824 0.8608 0.1539
H -2.5477 -3.2796 -2.1750 0.1319
H -2.9055 -2.7767 1.2232 0.1679
H 4.6338 -0.7498 0.5419 0.1223
H 1.6432 2.4161 2.3045 0.1040
H -1.9528 4.7909 2.3355 0.1380
H -0.1461 -2.5975 1.1903 0.1585
H -1.5763 -0.7132 -2.1504 0.1569